Entry a
This record from the Open Molecules 2025 dataset describes a gas-phase ion, C4H8NOS (charge -1). The level of theory is the ωB97M-V functional and the def2-TZVPD basis.

SMILES = CN[C@@H](C=O)C[S-]
charge = -1
Kohn-Sham gap = 6.488 eV

Positions of all 15 atoms, in Å:
C (0.1923, 1.9204, -0.4351)
N (0.9861, 0.7936, 0.1688)
C (0.2914, -0.4977, -0.1915)
C (1.0189, -1.6096, 0.6042)
O (2.1752, -1.4341, 0.9220)
C (-1.2872, -0.5838, 0.1358)
S (-1.8217, -2.2617, -0.2198)
H (-0.1031, 1.3614, -1.3860)
H (0.7615, 2.7125, -0.9176)
H (-0.7784, 2.2058, -0.0560)
H (0.8780, 0.8099, 1.1869)
H (0.4425, -0.8697, -1.2070)
H (0.3918, -2.4949, 0.8258)
H (-1.7477, 0.1477, -0.5733)
H (-1.3996, -0.1996, 1.1426)

Löwdin atomic charge list, values in e, 6 entries: -0.150 -0.081 -0.419 -0.281 -0.009 -0.746

=====

Entry b
This record from the Open Molecules 2025 dataset describes a gas-phase ion, C4H8NOS (charge -1). The level of theory is the ωB97M-V functional and the def2-TZVPD basis.

SMILES = O=CNCCC[S-]
charge = -1
Kohn-Sham gap = 6.378 eV

Positions of all 15 atoms, in Å:
O (0.1006, -1.2842, 3.2612)
C (0.3225, -1.4671, 2.0636)
N (0.0060, -0.5800, 1.1129)
C (0.6702, -0.4483, -0.1712)
C (-0.2867, 0.0020, -1.2885)
C (-0.7465, 1.5004, -1.0444)
S (0.6912, 2.6300, -1.3182)
H (0.7598, -2.4444, 1.8212)
H (-0.3868, 0.2693, 1.4465)
H (1.4094, 0.3605, -0.1391)
H (1.1267, -1.3768, -0.5112)
H (0.1691, 0.1048, -2.2686)
H (-1.2349, -0.5495, -1.1709)
H (-1.5328, 1.6607, -1.7822)
H (-1.0679, 1.6226, -0.0111)

Löwdin atomic charge list, values in e, 6 entries: -0.045 -0.380 0.039 -0.250 -0.301 -0.753

=====

Relative energy of each structure, in eV: entry a 1.444; entry b 0.000.

=====

Entry a
This record from the Open Molecules 2025 dataset describes a molecular structure, C4H7N5. The level of theory is the ωB97M-V functional and the def2-TZVPD basis.

charge = 0
Kohn-Sham gap = 9.674 eV

Positions of all 16 atoms, in Å:
N (0.8309, -0.8250, -2.2923)
N (0.1817, -1.3371, -1.3927)
N (0.5773, 0.8415, -0.6066)
C (1.0437, 0.4741, -1.8005)
C (-2.0142, -0.1559, 2.6314)
C (-1.0155, 0.1919, 1.7623)
N (1.8478, 1.2060, -2.6711)
N (0.1027, -0.3822, -0.3768)
C (-0.1789, -0.8195, 0.9779)
H (-2.4545, 0.6434, 3.1194)
H (-2.1290, -1.1650, 2.9502)
H (-0.7109, 1.2389, 1.6225)
H (1.5269, 2.1176, -3.0286)
H (2.1473, 0.6152, -3.4603)
H (-0.4672, -1.9261, 0.9816)
H (0.7120, -0.7179, 1.5836)

Löwdin atomic charge list, values in e, 6 entries: 0.046 0.048 0.199 -0.451 0.018 -0.148

=====

Entry b
This record from the Open Molecules 2025 dataset describes a single C4H7N5 molecule. The level of theory is the ωB97M-V functional and the def2-TZVPD basis.

SMILES = [H]/N=C1/C=C(N)N=CNN1
charge = 0
Kohn-Sham gap = 8.525 eV

Positions of all 16 atoms, in Å:
H (-1.2829, -1.4282, 2.7801)
N (-1.6562, -0.7968, 2.0538)
C (-0.7607, -0.4533, 1.2035)
C (-1.1223, 0.4037, 0.0758)
C (-0.4404, 0.5647, -1.1080)
N (-1.0248, 1.2226, -2.1788)
N (0.8871, 0.2764, -1.4679)
C (1.7874, 0.0580, -0.5999)
N (1.6077, -0.1362, 0.7647)
N (0.5676, -1.0398, 1.1883)
H (-2.1343, 0.7560, 0.1888)
H (-0.4960, 1.1698, -3.0077)
H (-2.0330, 1.2845, -2.2636)
H (2.8378, -0.0117, -0.9290)
H (2.4468, -0.4961, 1.1690)
H (0.8161, -1.3736, 2.1310)

Löwdin atomic charge list, values in e, 6 entries: 0.042 0.106 -0.444 -0.014 -0.361 0.107

=====

Relative energy of each structure, in eV: entry a 1.552; entry b 0.000.

=====

Entry a
This record from the Open Molecules 2025 dataset describes a single C15H18N2O4S molecule. The level of theory is the ωB97M-V functional and the def2-TZVPD basis.

SMILES = CCCc1cc(=O)[nH]c(SCc2cc(C(=O)OC)c(C)o2)n1
charge = 0
Kohn-Sham gap = 9.089 eV

Positions of all 40 atoms, in Å:
C (5.8865, -1.0638, -1.5987)
C (4.6255, -1.2858, -0.7718)
C (3.3838, -1.2630, -1.6554)
C (2.0810, -1.4925, -0.9544)
C (1.9359, -1.6750, 0.3876)
C (0.6407, -1.9030, 0.9602)
O (0.3474, -2.0368, 2.1306)
N (-0.3824, -1.9744, -0.0063)
C (-0.1616, -1.6987, -1.3059)
S (-1.4817, -1.6334, -2.4612)
C (-3.0154, -1.4784, -1.4216)
C (-2.9230, -0.4009, -0.4137)
C (-2.8870, 0.9544, -0.5058)
C (-2.6875, 1.4380, 0.8220)
C (-2.5785, 2.8351, 1.2439)
O (-2.4257, 3.2096, 2.3820)
O (-2.6709, 3.6723, 0.1986)
C (-2.5777, 5.0543, 0.5052)
C (-2.6096, 0.3268, 1.6329)
C (-2.3494, 0.1699, 3.0792)
O (-2.7609, -0.7792, 0.8877)
N (1.0095, -1.4754, -1.7967)
H (5.9921, -1.8414, -2.3519)
H (6.7677, -1.0816, -0.9621)
H (5.8480, -0.1012, -2.1038)
H (4.6939, -2.2487, -0.2616)
H (4.5508, -0.5039, -0.0136)
H (3.4686, -2.0235, -2.4368)
H (3.3110, -0.3020, -2.1721)
H (2.7679, -1.6468, 1.0692)
H (-1.3068, -2.1644, 0.3642)
H (-3.2180, -2.4398, -0.9500)
H (-3.7805, -1.2686, -2.1670)
H (-2.9817, 1.5492, -1.3896)
H (-2.6400, 5.5810, -0.4435)
H (-1.6303, 5.2700, 1.0038)
H (-3.3954, 5.3528, 1.1647)
H (-3.1911, -0.3187, 3.5682)
H (-2.1863, 1.1469, 3.5223)
H (-1.4690, -0.4592, 3.2210)

Löwdin atomic charge list, values in e, 6 entries: -0.115 -0.275 -0.155 -0.265 0.060 -0.447

=====

Entry b
This record from the Open Molecules 2025 dataset describes a single C15H18N2O4S molecule. The level of theory is the ωB97M-V functional and the def2-TZVPD basis.

SMILES = CNC(=O)c1sc(-c2cc(OC)c(OC)c(OC)c2)nc1C
charge = 0
Kohn-Sham gap = 8.494 eV

Positions of all 40 atoms, in Å:
C (6.4833, 2.5484, 0.3462)
N (5.0205, 2.3519, 0.2211)
C (4.3432, 1.4157, -0.4985)
O (5.0993, 0.7126, -1.1835)
C (2.9013, 1.3159, -0.3953)
S (2.2238, 0.0804, 0.6462)
C (0.6331, 0.2849, -0.2660)
C (-0.6395, -0.2318, 0.0690)
C (-0.6448, -1.6238, 0.3862)
C (-1.9481, -2.2055, 0.6041)
O (-2.0268, -3.6012, 0.8721)
C (-0.9918, -4.2721, 1.5058)
C (-3.0961, -1.4641, 0.4085)
O (-4.3257, -2.0230, 0.5786)
C (-4.7709, -3.0786, -0.3759)
C (-3.0643, -0.1021, 0.1096)
O (-4.1660, 0.6352, -0.3391)
C (-4.5920, 1.5338, 0.7189)
C (-1.8110, 0.4951, 0.0502)
N (0.7062, 1.3099, -1.1148)
C (1.9926, 1.8026, -1.2566)
C (2.4092, 2.8707, -2.1628)
H (7.0479, 1.6711, -0.0971)
H (6.7499, 2.7506, 1.3868)
H (6.7184, 3.4300, -0.2055)
H (4.4202, 2.7577, 0.9396)
H (0.3043, -2.2200, 0.4169)
H (-0.1638, -4.6013, 0.9124)
H (-1.4425, -5.1337, 2.0200)
H (-0.6623, -3.5690, 2.2974)
H (-4.2067, -4.0435, -0.2492)
H (-4.4569, -2.6931, -1.3502)
H (-5.8083, -3.2049, -0.4584)
H (-3.8395, 2.3265, 0.7737)
H (-5.6282, 1.8997, 0.5290)
H (-4.5872, 0.9309, 1.6200)
H (-1.6879, 1.5734, 0.0015)
H (2.3090, 2.4070, -3.1424)
H (3.4631, 3.2636, -2.0348)
H (1.7350, 3.6998, -2.2837)

Löwdin atomic charge list, values in e, 6 entries: -0.047 0.005 -0.547 0.035 -0.440 1.079

=====

Relative energy of each structure, in eV: entry a 0.000; entry b 3.933.

=====

Entry a
This record from the Open Molecules 2025 dataset describes a single C5H6S2 molecule. The level of theory is the ωB97M-V functional and the def2-TZVPD basis.

SMILES = S[C@@]12C[C@@H]1C=CS2
charge = 0
Kohn-Sham gap = 9.122 eV

Positions of all 13 atoms, in Å:
S (2.5773, 0.9953, -0.1947)
C (0.7121, 0.2491, 0.2044)
C (-0.2150, 1.1735, 0.8577)
C (-0.5572, 0.6426, -0.4976)
C (-1.3325, -0.6366, -0.6794)
C (-0.7352, -1.7445, -0.2943)
S (0.8058, -1.5417, 0.5522)
H (3.1808, -0.2677, 0.2512)
H (0.1034, 2.2169, 0.8307)
H (-0.8115, 0.8924, 1.7359)
H (-0.4286, 1.3616, -1.2888)
H (-2.2729, -0.5537, -1.1805)
H (-1.0267, -2.7872, -0.2969)

Löwdin atomic charge list, values in e, 6 entries: 0.558 -0.867 -0.159 -0.275 -0.139 -0.401

=====

Entry b
This record from the Open Molecules 2025 dataset describes a single C5H6S2 molecule. The level of theory is the ωB97M-V functional and the def2-TZVPD basis.

SMILES = C#CCSC(C)=S
charge = 0
Kohn-Sham gap = 8.475 eV

Positions of all 13 atoms, in Å:
C (-0.7898, -2.5864, 2.5476)
C (-0.3657, -1.5792, 1.9746)
C (0.1160, -0.4123, 1.3372)
S (-0.9567, -0.4397, -0.2038)
C (0.0468, 0.8211, -1.0289)
C (-0.2316, 1.0978, -2.5143)
S (1.4558, 1.4305, -0.4750)
H (-0.8127, -3.6299, 3.0747)
H (1.2422, -0.2043, 1.0424)
H (-0.3915, 0.6011, 1.9351)
H (0.3263, 0.2681, -2.9567)
H (0.2514, 2.0704, -2.9228)
H (-1.2558, 0.9949, -3.2098)

Löwdin atomic charge list, values in e, 6 entries: 0.087 -0.344 -0.527 0.880 -1.101 -0.246

=====

Relative energy of each structure, in eV: entry a 0.000; entry b 2.129.